67
Properties=species:S:1:pos:R:3:lowdin_charge:R:1 method="wB97M-V/def2-TZVPD" orbital_gap_ha="0.277 / 0.187" multiplicity=2 s_squared=0.76 charge=+1 e_above_lowest_kj_mol=44.14
Ir -0.4723 -0.5266 1.2807 1.346
O 0.4310 1.0362 0.5637 -0.240
C 1.7477 1.2119 0.6118 -0.334
C 2.1843 2.4981 0.2634 -0.001
C 3.5221 2.8260 0.2499 -0.063
C 4.4885 1.8715 0.5699 -0.080
C 4.0788 0.6003 0.9027 -0.038
C 2.7234 0.2356 0.9424 -0.155
C 2.4660 -1.1532 1.2752 -0.068
N 1.3062 -1.6596 1.4254 -0.121
C 1.0645 -3.0480 1.8065 -0.156
C -0.2364 -3.0824 2.6259 -0.181
N -1.2133 -2.3045 1.8522 -0.152
C -2.1846 -2.9103 1.2444 -0.037
C -2.7570 -2.4473 0.0256 -0.140
C -3.9767 -2.9866 -0.4358 -0.022
C -4.4012 -2.7673 -1.7168 -0.062
C -3.5694 -2.0583 -2.6030 -0.038
C -2.3584 -1.5569 -2.1991 0.002
C -1.9432 -1.6955 -0.8617 -0.336
O -0.7709 -1.1926 -0.5339 -0.188
H 1.4228 3.2204 0.0020 0.127
H 3.8217 3.8324 -0.0136 0.114
H 5.5397 2.1230 0.5579 0.109
H 4.8199 -0.1547 1.1385 0.116
H 3.3458 -1.7827 1.4198 0.143
H 1.8986 -3.4586 2.3791 0.130
H 0.9298 -3.6424 0.8995 0.135
H -0.0876 -2.6200 3.6009 0.084
H -0.5747 -4.1099 2.7636 0.127
H -2.4965 -3.8848 1.6189 0.150
H -4.5751 -3.5784 0.2465 0.122
H -5.3488 -3.1598 -2.0568 0.111
H -3.8877 -1.9108 -3.6270 0.116
H -1.7069 -1.0182 -2.8738 0.130
Br -0.2178 0.2436 3.6362 0.996
C -2.0408 0.8431 3.7846 -0.510
C -2.5151 1.1986 5.0063 -0.105
C -3.8166 1.7421 5.0704 -0.060
C -4.5276 1.9491 3.9238 -0.013
C -4.0043 1.6024 2.6527 -0.158
C -4.6966 1.8986 1.4554 -0.020
C -4.1224 1.6191 0.2490 -0.049
C -2.8774 0.9595 0.1789 -0.078
C -2.1935 0.5645 1.3049 -0.247
C -2.7352 0.9742 2.5635 -0.215
H -1.9162 1.0897 5.8999 0.110
H -4.2271 2.0177 6.0317 0.113
H -5.5101 2.4020 3.9694 0.121
H -5.6668 2.3755 1.5139 0.119
H -4.6293 1.8899 -0.6682 0.112
H -2.4601 0.7611 -0.7993 0.099
C 4.9952 0.7693 -3.3447 -0.037
C 3.5455 0.9093 -3.8254 -0.596
C 3.3768 0.2952 -5.2196 -0.043
C 3.1289 2.3853 -3.8299 -0.036
C 2.6741 0.1860 -2.8823 -0.161
N 2.0161 -0.3472 -2.1064 0.214
H 5.6525 1.3085 -4.0276 0.093
H 5.3018 -0.2765 -3.3244 0.092
H 5.1155 1.1872 -2.3433 0.074
H 4.0218 0.8247 -5.9217 0.092
H 2.3466 0.3823 -5.5644 0.090
H 3.6556 -0.7583 -5.2213 0.091
H 3.7700 2.9356 -4.5193 0.093
H 3.2317 2.8223 -2.8346 0.075
H 2.0945 2.4996 -4.1534 0.092

=====

29
Properties=species:S:1:pos:R:3:lowdin_charge:R:1 method="wB97M-V/def2-TZVPD" orbital_gap_ha=0.303 e_above_lowest_kj_mol=545.91
C -3.1147 2.6141 -0.4472 -0.129
C -2.0053 3.3299 -0.6120 -0.161
C -3.0126 1.1984 -0.1847 -0.067
C -0.7447 2.8034 -0.7295 -0.059
C -1.7391 0.6644 -0.2928 -0.118
C -0.6370 1.3810 -0.6987 -0.362
C 0.8160 0.9749 -0.7008 -0.001
C 3.5229 -0.7440 0.2224 -0.095
C 0.4105 0.0756 2.4455 -0.137
C 0.3059 -3.5653 -1.2077 -0.115
O 2.3915 -1.6595 0.2930 -0.325
O 0.2920 -1.1375 1.7551 -0.268
O 0.2246 -2.7763 -0.0070 -0.310
P 0.8345 -1.2407 0.2673 0.842
H -4.1716 3.1466 -0.3661 0.138
H -2.1571 4.4268 -0.5873 0.114
H -3.9167 0.6331 0.1506 0.112
H 0.1211 3.4261 -0.6865 0.100
H -1.5841 -0.3750 0.0841 0.092
H 1.0446 0.6341 -1.7022 -0.004
H 4.1567 -1.2054 -0.5769 0.096
H 4.0633 -0.5418 1.1998 0.098
H 2.9651 0.2039 -0.0564 0.046
H 0.2306 0.9624 1.7862 0.080
H 1.2200 0.2161 3.0715 0.056
H -0.4866 0.1981 3.1630 0.119
H 1.2291 -4.2016 -1.3214 0.104
H 0.3254 -2.8552 -2.0000 0.053
H -0.6864 -4.0599 -1.3927 0.102

=====

25
Properties=species:S:1:pos:R:3:lowdin_charge:R:1 method="wB97M-V/def2-TZVPD" orbital_gap_ha=0.414 smiles=ClC(Cl)Cl.ClC(Cl)Cl.ClC(Cl)Cl.ClC(Cl)Cl.ClC(Cl)Cl e_above_lowest_kj_mol=101.80
C 1.2088 -1.1771 -1.8423 -1.454
Cl -0.5451 -0.9882 -2.1703 0.480
Cl 1.7883 0.2171 -0.8844 0.486
Cl 1.9539 -1.2236 -3.4979 0.469
H 1.4953 -2.0515 -1.2580 0.020
C -4.8491 -0.3629 1.4815 -1.515
Cl -3.8107 -1.5067 2.3146 0.533
Cl -5.0769 1.1248 2.4101 0.519
Cl -6.4243 -1.1144 0.8973 0.462
H -4.3740 0.0160 0.5767 0.001
C 6.0347 3.2107 0.2338 -1.540
Cl 6.2398 1.8853 1.3206 0.545
Cl 7.6528 3.3490 -0.6406 0.447
Cl 5.5243 4.7434 0.9162 0.540
H 5.2442 2.9176 -0.4571 0.008
C -0.2062 4.7361 0.5706 -1.576
Cl -0.2841 6.4813 0.7750 0.536
Cl -1.5397 4.0408 -0.3084 0.536
Cl -0.0755 3.8896 2.1365 0.494
H 0.7198 4.5248 0.0358 0.009
C -2.0849 -6.6060 -0.4933 -1.451
Cl -3.7019 -6.5784 0.2734 0.499
Cl -0.8687 -5.6659 0.4702 0.487
Cl -2.2611 -6.2194 -2.2749 0.466
H -1.7595 -7.6422 -0.5852 0.000

=====

7
Properties=species:S:1:pos:R:3:lowdin_charge:R:1 method="wB97M-V/def2-TZVPD" orbital_gap_ha=0.282 e_above_lowest_kj_mol=270.26
Si -2.0793 0.0149 -1.4017 0.212
Si 1.1763 -1.4115 1.3287 0.534
S -3.6725 -1.1315 -1.6524 0.082
H -0.9700 -0.2444 -0.4961 -0.168
H -1.8536 1.2569 -2.1229 -0.124
H 1.8278 -0.5660 0.2953 -0.269
H 1.1437 -0.3609 2.3782 -0.268